P:
Here is a molecular structure, C3H3O4S from the OMol25 dataset. Energies are from ωB97M-V with the def2-TZVPD basis set.

Structure (XYZ):
```
11
Properties=species:S:1:pos:R:3:lowdin_charge:R:1
C -0.3474 -1.1488 -1.4431 -0.7450
C 0.9188 -0.2020 -1.0434 -0.1968
C -0.5428 0.2933 1.1873 -0.2868
O -1.0087 -0.9994 -2.4304 0.0466
O -0.1927 -2.0467 -0.6107 -0.0059
O 1.0118 2.4971 1.2419 -0.6855
O 2.0908 -0.3628 -1.1396 0.0598
S 0.2731 1.6933 0.2079 0.7752
H -1.1156 0.8611 1.9435 0.0467
H 0.1499 -0.4951 1.4459 0.0492
H -1.2371 -0.0900 0.6409 -0.0575
```

Properties
Multiplicity: 1
HOMO energy (alpha / beta), eV: -3.5 / -3.5
Total charge: -1

---

Q:
Here is a gas-phase ion, C3H3O4S (charge -1) from the OMol25 dataset. Energies are from ωB97M-V with the def2-TZVPD basis set.

Structure (XYZ):
```
11
Properties=species:S:1:pos:R:3:lowdin_charge:R:1
C -0.8094 -1.5181 0.4573 -0.0185
C 1.2770 1.0534 -0.5541 -0.4300
C -1.2054 0.5654 -0.3765 -0.2953
O 2.1177 1.0015 0.6268 -0.3452
O 2.5263 -1.1168 -0.7486 -0.5362
O -1.1899 -0.2759 0.7194 -0.2156
O -0.1261 1.5430 -0.2498 -0.2043
S 1.5518 -0.5132 0.1476 0.8073
H -0.7415 -1.9055 1.5209 0.0198
H -1.2929 -0.0387 -1.2199 0.0896
H -2.1076 1.2049 -0.3231 0.1285
```

Properties
Multiplicity: 1
HOMO energy (alpha / beta), eV: -3.1 / -3.1
Total charge: -1

---

Energy above the most stable structure, in kJ/mol: P 0.0; Q 499.4

---

P:
Here is a molecular structure, C20H25BrN2O10PSn from the OMol25 dataset. Energies are from ωB97M-V with the def2-TZVPD basis set.

Structure (XYZ):
```
60
Properties=species:S:1:pos:R:3:lowdin_charge:R:1
Sn 0.3422 2.5067 2.1164 1.3093
O 4.6927 4.4084 -2.5989 0.0896
C 4.4171 4.6818 -1.2851 -0.4702
O 4.9036 5.6367 -0.7623 0.1379
C 3.5602 3.6620 -0.6414 -0.0624
C 3.6930 2.2919 -0.8159 -0.0093
N 2.8187 1.6852 -0.0155 0.0615
N 2.0968 2.5887 0.6452 -0.0349
C 2.5229 3.7940 0.2981 -0.1270
C 1.7306 4.9690 0.8287 -0.5968
O 1.9951 6.0958 0.4654 0.0770
O 0.7935 4.6014 1.6370 -0.2395
H 4.0666 3.7457 -2.9150 0.1011
H 4.3731 1.7148 -1.4217 0.1384
H 2.5893 0.6568 0.0217 0.0872
Br -3.5062 1.0621 -5.2001 0.6984
C -3.4432 1.1548 -3.3001 -0.6877
C -4.5328 0.7069 -2.5711 -0.1458
C -4.4754 0.7644 -1.1853 -0.0798
C -3.3474 1.2628 -0.5488 -0.0171
C -2.2610 1.6947 -1.2968 -0.1233
C -2.3081 1.6433 -2.6844 -0.0824
C -0.9885 2.1791 -0.6358 -0.5787
O 0.0323 2.2667 -1.2963 0.0623
O -1.1315 2.4723 0.6193 -0.2384
H -5.4058 0.3199 -3.0783 0.0936
H -5.3190 0.4154 -0.6029 0.1009
H -3.2868 1.3114 0.5293 0.1167
H -1.4455 1.9698 -3.2481 0.1152
C 1.1069 -1.5691 4.0033 -0.0300
C 0.3301 -2.3978 2.9870 -0.6264
C -1.1410 -1.9980 2.9625 -0.0262
C 0.4708 -3.8810 3.2993 -0.0350
O 0.9458 -2.2514 1.6856 -0.1595
P 0.8651 -0.9574 0.7357 0.2877
O 2.1461 -0.8993 -0.0286 -0.2769
O 0.4910 0.2583 1.5350 -0.4570
O -0.3986 -1.2329 -0.2051 -0.1450
C -0.5786 -2.3008 -1.1664 -0.6121
C 0.7391 -2.8303 -1.7168 -0.0434
C -1.3551 -3.4178 -0.4805 -0.0304
C -1.4067 -1.6786 -2.2792 -0.0202
H 0.7457 -1.7827 5.0117 0.0858
H 0.9872 -0.5064 3.8024 0.0619
H 2.1673 -1.8209 3.9509 0.0915
H -1.5631 -2.1226 3.9619 0.0888
H -1.6993 -2.6277 2.2698 0.0721
H -1.2538 -0.9574 2.6619 0.0765
H 0.0488 -4.1018 4.2815 0.0853
H 1.5232 -4.1672 3.2943 0.0870
H -0.0539 -4.4773 2.5513 0.0753
H 1.3467 -3.2804 -0.9314 0.0814
H 1.3190 -2.0300 -2.1724 0.0849
H 0.5179 -3.5905 -2.4692 0.0867
H -0.7640 -3.8470 0.3292 0.0675
H -1.5901 -4.2065 -1.1983 0.0861
H -2.2888 -3.0276 -0.0721 0.0857
H -0.8536 -0.8598 -2.7404 0.0936
H -2.3385 -1.2775 -1.8772 0.0776
H -1.6419 -2.4229 -3.0429 0.0911
```

Properties
Multiplicity: 1
HOMO energy, eV: -6.1
Total charge: -1

---

Q:
Here is a molecular structure, C20H25BrN2O10PSn from the OMol25 dataset. Energies are from ωB97M-V with the def2-TZVPD basis set.

Structure (XYZ):
```
60
Properties=species:S:1:pos:R:3:lowdin_charge:R:1
Sn 0.1687 0.3491 -1.1974 1.4197
O 2.8751 2.7658 3.7757 0.1077
C 1.7710 2.1319 4.1269 -0.5155
O 1.4325 2.0084 5.2834 0.0723
C 0.9373 1.5749 3.0302 -0.0487
C -0.2560 0.9021 3.2409 0.0132
N -0.7327 0.5282 2.0549 0.0617
N 0.0700 0.9447 1.0663 -0.0208
C 1.0958 1.5642 1.6362 -0.1342
C 2.1917 2.0660 0.7318 -0.5860
O 3.1222 2.7066 1.2515 0.0323
O 2.0372 1.7736 -0.4827 -0.1732
H 2.9991 2.7610 2.7717 0.0430
H -0.7652 0.6731 4.1616 0.1404
H -1.6510 0.0706 1.8249 0.0884
Br -2.7730 -4.4396 3.2097 0.7194
C -2.0411 -4.5882 1.4625 -0.6805
C -2.2218 -5.7652 0.7551 -0.1472
C -1.7059 -5.8614 -0.5308 -0.0807
C -1.0246 -4.7930 -1.0919 -0.0176
C -0.8351 -3.6282 -0.3595 -0.1175
C -1.3471 -3.5174 0.9277 -0.0605
C -0.1161 -2.4654 -0.9947 -0.6366
O 0.0501 -2.4306 -2.2081 -0.0013
O 0.2606 -1.5335 -0.1740 -0.2162
H -2.7649 -6.5877 1.2003 0.0945
H -1.8482 -6.7742 -1.0955 0.1005
H -0.6333 -4.8372 -2.0993 0.1161
H -1.2205 -2.5973 1.4798 0.1038
C -3.0836 3.0223 -0.7014 -0.0239
C -4.2391 2.1469 -1.1641 -0.6226
C -4.1022 1.7419 -2.6253 -0.0224
C -5.5626 2.8593 -0.9323 -0.0338
O -4.3278 0.9690 -0.3244 -0.1611
P -3.2775 -0.2227 -0.1452 0.2908
O -3.1083 -0.4773 1.3159 -0.2757
O -2.0221 0.0354 -0.9443 -0.4583
O -3.9597 -1.4508 -0.8898 -0.1444
C -5.2462 -2.0628 -0.6306 -0.6165
C -5.6426 -1.9721 0.8357 -0.0357
C -6.2754 -1.3767 -1.5185 -0.0303
C -5.0525 -3.5135 -1.0427 -0.0201
H -3.0724 3.9556 -1.2678 0.0902
H -2.1264 2.5256 -0.8469 0.0535
H -3.1922 3.2583 0.3584 0.0954
H -4.1009 2.6347 -3.2545 0.0889
H -4.9440 1.1119 -2.9192 0.0811
H -3.1790 1.1914 -2.7947 0.0778
H -5.6023 3.7795 -1.5181 0.0869
H -5.6766 3.1086 0.1230 0.0887
H -6.3936 2.2189 -1.2315 0.0786
H -5.7985 -0.9384 1.1456 0.0835
H -4.8719 -2.4033 1.4730 0.0685
H -6.5755 -2.5226 0.9799 0.0897
H -6.3944 -0.3321 -1.2308 0.0679
H -7.2411 -1.8783 -1.4248 0.0856
H -5.9592 -1.4202 -2.5621 0.0883
H -4.3246 -3.9958 -0.3893 0.0740
H -4.6782 -3.5617 -2.0661 0.0919
H -5.9979 -4.0571 -0.9843 0.0871
```

Properties
Multiplicity: 1
HOMO energy, eV: -6.2
Total charge: -1

---

Energy above the most stable structure, in kJ/mol: P 70.0; Q 0.0